--- i ---
Entry from the Open Molecules 2025 dataset: 4 unconnected molecules or ions with the total composition C4H16NO3 (ωB97M-V/def2-TZVPD).

Each line ends with the Löwdin charge.
Element x y z (Å)
C: -0.255 -0.929 0.554  -0.22
C: 0.683 -1.986 1.056  -0.21
C: 1.837 -1.275 1.787  -0.19
C: 1.866 -0.344 2.781  0.03
N: 0.168 0.005 -0.526  0.17
H: -1.264 -1.598 0.276  0.18
H: -0.795 -0.288 1.390  0.16
H: 0.115 -2.580 1.889  0.16
H: 0.982 -2.786 0.390  0.11
H: 2.809 -1.340 1.218  0.10
H: 2.643 0.164 3.303  0.05
H: 0.833 -0.120 3.149  0.07
H: 1.159 0.037 -0.450  0.08
H: -0.048 -0.375 -1.503  0.20
H: -0.164 0.960 -0.376  0.13
H: -1.392 2.768 -1.697  0.15
H: -2.560 1.736 -1.866  -0.04
O: -1.666 1.735 -1.690  -0.09
H: -4.445 0.288 -1.179  0.03
H: -4.342 0.735 0.244  0.13
O: -3.942 0.933 -0.702  -0.09
H: 2.640 1.690 -2.099  0.05
H: 3.083 0.150 -2.298  0.11
O: 2.456 0.797 -1.830  -0.06

The net charge is +1. Its lowest unoccupied orbital energy is -2.9 eV.

--- ii ---
Entry from the Open Molecules 2025 dataset: 4 unconnected molecules or ions with the total composition C4H16NO3 (ωB97M-V/def2-TZVPD).

Each line ends with the Löwdin charge.
Element x y z (Å)
C: 1.494 -1.705 1.982  -0.09
C: 1.535 -2.054 0.466  -0.22
C: 0.368 -1.414 -0.212  -0.08
C: 0.449 -0.231 -0.782  -0.09
N: -0.679 0.395 -1.456  0.18
H: 1.697 -0.650 2.137  0.07
H: 0.608 -2.076 2.475  0.07
H: 2.352 -2.230 2.422  0.08
H: 2.477 -1.695 0.098  0.11
H: 1.431 -3.138 0.452  0.12
H: -0.569 -1.962 -0.173  0.12
H: 1.381 0.294 -0.853  0.13
H: -0.588 0.403 -2.470  0.17
H: -0.839 1.375 -1.122  0.10
H: -1.543 -0.128 -1.237  0.11
H: -2.934 -2.315 -0.984  0.07
H: -3.826 -1.275 -1.654  0.07
O: -2.940 -1.399 -1.292  -0.04
H: -1.370 3.836 -1.191  0.08
H: -0.190 3.327 -0.381  0.02
O: -0.759 3.091 -1.141  -0.05
H: 0.838 2.464 1.933  0.06
H: 0.810 3.956 1.744  0.07
O: 0.797 3.130 1.236  -0.05

The net charge is +1. Its lowest unoccupied orbital energy is -2.7 eV.

Tell me which of them is the least stable. Sure, it is i.